# C5H10O2

A single C5H10O2 molecule (ωB97M-V with the def2-TZVPD basis set, OMol25).

Structure (XYZ):
```
17
C5H10O2 (ωB97M-V with the def2-TZVPD basis set)
H -0.694 0.346 -2.984
O 1.695 1.617 0.589
O -0.227 0.165 -1.023
C -0.732 -0.214 0.230
H -0.955 -2.068 1.467
H 2.071 -0.392 0.203
H -1.827 -0.676 -2.058
C 0.258 -0.178 1.343
H 1.127 1.659 -0.195
H 2.317 0.178 1.862
H -1.867 1.103 -1.873
H -0.113 0.184 2.300
C -1.213 0.233 -2.029
C 1.663 0.263 0.988
H 0.417 -2.107 0.250
C -0.268 -1.505 0.842
H -1.752 0.118 0.424
```

The total charge is 0. The multiplicity is 1. The calculation puts the molar mass at 102.13 g/mol. Its total energy is -346.93201 Ha. The largest force on an atom comes out at 0.39 eV/Å. The SMILES is CO[C@H]1C[C@H]1CO.


# C5H10O2

3 unconnected molecules or ions with the total composition C5H10O2 (ωB97M-V with the def2-TZVPD basis set, OMol25).

Structure (XYZ):
```
17
C5H10O2 (ωB97M-V with the def2-TZVPD basis set)
H 1.979 0.440 -1.421
H -0.136 1.653 -1.113
C -1.226 0.173 -0.076
C 0.059 0.928 -0.319
C 0.750 1.581 0.899
H -2.486 -1.511 -0.359
H -0.407 -1.256 1.272
C -1.664 -0.901 -0.734
O -0.386 -2.191 1.539
H 0.360 1.273 1.881
O 2.002 0.960 0.606
C 1.442 0.231 -0.487
H 1.466 -0.851 -0.287
H -1.243 -1.191 -1.696
H -1.898 0.609 0.669
H 0.833 2.671 0.863
H 0.553 -2.618 -1.236
```

The total charge is 0. The multiplicity is 1. The calculation puts the molar mass at 102.13 g/mol. Its total energy is -346.70889 Ha. The largest force on an atom comes out at 0.66 eV/Å.


# C5H10O2

3 unconnected molecules or ions with the total composition C5H10O2 in a non-equilibrium geometry (ωB97M-V with the def2-TZVPD basis set, OMol25).

Structure (XYZ):
```
17
C5H10O2 (ωB97M-V with the def2-TZVPD basis set)
H -1.386 0.533 -1.730
C 2.550 0.214 0.008
H -3.007 -0.094 -2.381
C -2.317 0.019 -1.575
H -3.491 -1.037 -0.196
O 1.999 1.273 -0.321
H -0.467 1.543 0.717
H 3.622 0.071 -0.274
C -1.797 -0.103 0.782
O 2.025 -0.739 0.638
H 0.003 0.213 -0.269
H 0.264 0.057 1.412
H -0.190 -2.041 0.451
H 0.119 -2.712 0.493
C -2.620 -0.407 -0.329
H -2.271 -0.166 1.759
C -0.485 0.447 0.689
```

The total charge is 0. The multiplicity is 1. The calculation puts the molar mass at 102.13 g/mol. Its total energy is -346.79805 Ha. The largest force on an atom comes out at 1.28 eV/Å.


# C5H10O2

A single C5H10O2 molecule (ωB97M-V with the def2-TZVPD basis set, OMol25).

Structure (XYZ):
```
17
C5H10O2 (ωB97M-V with the def2-TZVPD basis set)
H 1.046 1.337 -2.414
H -1.688 -0.168 -0.956
H 0.328 -1.765 -0.115
C 0.186 0.269 -0.760
C 1.338 0.552 -1.708
H -0.044 1.223 -0.254
O -2.396 0.367 0.781
H 1.552 -0.741 0.605
H 0.251 -0.398 2.485
C 0.495 -0.779 0.328
H -1.260 1.390 2.071
C -1.415 0.462 1.486
O -0.915 -0.134 -1.544
H 2.217 0.896 -1.153
H 1.606 -0.336 -2.287
H -0.928 -1.550 1.821
C -0.373 -0.626 1.614
```

The total charge is 0. The multiplicity is 1. The calculation puts the molar mass at 102.13 g/mol. Its total energy is -346.97115 Ha. The largest force on an atom comes out at 0.41 eV/Å. The SMILES is C[C@@H](O)CCC=O.


# C5H10O2

2 unconnected molecules or ions with the total composition C5H10O2 in a non-equilibrium geometry (ωB97M-V with the def2-TZVPD basis set, OMol25).

Structure (XYZ):
```
17
C5H10O2 (ωB97M-V with the def2-TZVPD basis set)
H -0.708 -1.425 1.953
C 0.632 0.144 1.341
C -0.944 1.324 0.341
C -1.556 -0.031 0.473
H 1.065 -0.161 -2.597
H -1.943 -0.454 -0.464
C -0.395 -0.911 1.043
O 0.222 1.325 0.936
H 1.873 -0.495 -1.053
H 1.654 0.077 1.674
O 0.005 -1.981 0.199
H 0.340 0.541 -1.144
H -1.350 2.276 0.044
H -2.395 -0.003 1.177
H 1.886 1.147 -1.684
C 1.286 0.240 -1.609
H 0.329 -1.610 -0.631
```

The total charge is 0. The multiplicity is 1. The calculation puts the molar mass at 102.13 g/mol. Its total energy is -346.85522 Ha. The largest force on an atom comes out at 1.21 eV/Å.


# C5H10O2

A molecular structure, C5H10O2 in a non-equilibrium geometry (ωB97M-V with the def2-TZVPD basis set, OMol25).

Structure (XYZ):
```
17
C5H10O2 (ωB97M-V with the def2-TZVPD basis set)
O -2.085 -0.667 -0.454
C 1.603 -0.625 -0.062
C -1.836 1.131 0.011
H -2.501 1.164 0.871
C -0.386 1.282 0.265
C 0.126 -0.433 0.236
H -0.087 1.584 1.275
C -0.815 -1.125 -0.685
H 3.184 0.097 0.809
O 2.270 -0.072 1.051
H -0.504 -2.093 -0.199
H 0.168 1.843 -0.502
H -0.496 -1.176 -1.750
H 1.807 -0.074 -0.992
H 1.936 -1.671 -0.241
H -2.253 1.560 -0.896
H -0.131 -0.724 1.264
```

The total charge is 0. The multiplicity is 1. The calculation puts the molar mass at 102.13 g/mol. Its total energy is -346.88359 Ha. The largest force on an atom comes out at 3.05 eV/Å.


# C5H10O2

A single C5H10O2 molecule in a non-equilibrium geometry (ωB97M-V with the def2-TZVPD basis set, OMol25).

Structure (XYZ):
```
17
C5H10O2 (ωB97M-V with the def2-TZVPD basis set)
H 0.397 -1.527 -0.430
C -0.921 0.154 -0.710
C 2.601 -0.306 0.416
H 3.438 0.357 0.178
C -0.783 1.833 0.613
O 1.460 0.229 -0.210
C 0.293 -0.512 0.019
H -3.046 0.050 -0.742
H 2.839 -1.319 0.052
C -2.219 -0.494 -0.285
H -0.303 2.813 0.757
H -2.239 -1.526 -0.649
H 2.487 -0.351 1.511
H 0.117 -0.656 1.099
O -1.048 1.670 -0.660
H -2.355 -0.497 0.804
H -0.719 0.081 -1.763
```

The total charge is 0. The multiplicity is 1. The calculation puts the molar mass at 102.13 g/mol. Its total energy is -346.82832 Ha. The largest force on an atom comes out at 2.88 eV/Å.


# C5H10O2

A molecular structure, C5H10O2 (ωB97M-V with the def2-TZVPD basis set, OMol25).

Structure (XYZ):
```
17
C5H10O2 (ωB97M-V with the def2-TZVPD basis set)
H 1.195 1.056 1.229
H -1.561 0.191 -1.198
C 0.456 -0.183 -0.455
H 0.445 -1.268 -0.626
H 1.729 -0.016 -2.317
C -0.959 0.335 -0.291
C 1.506 0.219 0.591
C 1.399 0.539 -1.431
O 2.422 0.639 -0.437
H 1.917 -0.576 1.219
H -1.892 -1.613 0.394
C -1.651 -0.275 0.905
H -0.941 1.414 -0.076
H -1.415 -1.506 1.237
H -2.725 -0.021 0.983
H 1.033 1.529 -1.745
O -0.960 -0.463 2.020
```

The total charge is 0. The multiplicity is 1. The calculation puts the molar mass at 102.13 g/mol. Its total energy is -346.79758 Ha. The largest force on an atom comes out at 0.38 eV/Å.


# C5H10O2

A single C5H10O2 molecule (ωB97M-V with the def2-TZVPD basis set, OMol25).

Structure (XYZ):
```
17
C5H10O2 (ωB97M-V with the def2-TZVPD basis set)
H 2.456 0.583 -1.550
C -1.563 -1.045 0.083
H -1.556 -1.317 -0.970
H -2.307 0.492 1.418
C 2.051 -0.123 0.189
O 2.842 -0.091 -0.973
H -2.660 0.713 -0.319
C -1.924 0.330 0.407
C -0.648 1.183 0.201
C 0.589 -0.439 -0.178
H -0.793 2.265 0.088
H 0.592 -1.350 -0.776
O 0.108 0.703 -0.864
H 2.090 0.839 0.728
H 0.082 0.019 0.915
H 2.451 -0.911 0.831
H -1.810 -1.852 0.768
```

The total charge is 0. The multiplicity is 1. The calculation puts the molar mass at 102.13 g/mol. Its total energy is -346.76305 Ha. The largest force on an atom comes out at 0.82 eV/Å.


# C5H10O2

2 unconnected molecules or ions with the total composition C5H10O2 (ωB97M-V with the def2-TZVPD basis set, OMol25).

Structure (XYZ):
```
17
C5H10O2 (ωB97M-V with the def2-TZVPD basis set)
H -2.752 0.153 -0.335
O -0.076 -0.179 -2.313
H 1.801 2.026 -0.007
H 3.150 0.877 0.013
C -0.070 0.189 0.489
C -2.242 -0.832 -0.313
H -1.496 -0.864 1.658
H -0.466 -1.062 -2.340
H -0.471 1.169 0.225
H 0.567 -0.231 -1.592
H 2.521 1.516 1.532
C 1.247 0.043 0.634
H 1.648 -0.945 0.872
O -2.634 -1.755 -0.986
H -0.610 -1.909 0.541
C -1.073 -0.923 0.644
C 2.232 1.174 0.530
```

The total charge is 0. The multiplicity is 1. The calculation puts the molar mass at 102.13 g/mol. Its total energy is -346.95645 Ha. The largest force on an atom comes out at 0.53 eV/Å. The SMILES is C/C=C/CC=O.O.


# C5H10O2

2 unconnected molecules or ions with the total composition C5H10O2 in a non-equilibrium geometry (ωB97M-V with the def2-TZVPD basis set, OMol25).

Structure (XYZ):
```
17
C5H10O2 (ωB97M-V with the def2-TZVPD basis set)
C -2.034 -0.242 -1.152
O -0.881 0.337 -1.786
C 1.215 0.979 0.673
H 0.858 0.096 -2.499
H 0.710 -1.070 -0.387
H -0.943 0.398 2.348
H 0.425 1.473 0.115
H 2.079 1.608 0.899
C 0.796 -0.058 1.667
C 1.397 -0.497 0.373
C 0.049 -0.523 -2.065
H -2.870 0.411 -1.377
H -2.194 -1.240 -1.552
H -1.850 -0.284 -0.077
H 2.413 -0.887 0.399
O -0.568 -0.339 1.850
H 1.397 -0.163 2.571
```

The total charge is 0. The multiplicity is 1. The calculation puts the molar mass at 102.13 g/mol. Its total energy is -346.81740 Ha. The largest force on an atom comes out at 2.25 eV/Å.


# C5H10O2

A single C5H10O2 molecule (ωB97M-V with the def2-TZVPD basis set, OMol25).

Structure (XYZ):
```
17
C5H10O2 (ωB97M-V with the def2-TZVPD basis set)
O -0.989 0.884 0.294
C -1.881 -0.032 0.946
C 1.134 -0.137 -0.434
H 1.337 1.470 -1.879
H -1.765 -1.944 -0.229
H 1.502 -0.876 -1.157
H -2.918 0.095 0.608
H 1.077 -0.377 1.514
H -0.524 -1.788 1.043
H -1.844 0.084 2.035
C -1.156 -1.240 0.340
C 1.613 1.255 -0.840
H 2.700 1.317 -0.746
C -0.390 -0.182 -0.472
O 1.700 -0.536 0.802
H -0.708 -0.127 -1.525
H 1.157 2.016 -0.199
```

The total charge is 0. The multiplicity is 1. The calculation puts the molar mass at 102.13 g/mol. Its total energy is -346.94820 Ha. The largest force on an atom comes out at 0.35 eV/Å. The SMILES is C[C@@H](O)[C@H]1CCO1.


# C5H10O2

2 unconnected molecules or ions with the total composition C5H10O2 (ωB97M-V with the def2-TZVPD basis set, OMol25).

Structure (XYZ):
```
17
C5H10O2 (ωB97M-V with the def2-TZVPD basis set)
H -2.950 -0.334 0.372
H -0.511 0.942 -0.987
C -2.473 -0.805 -0.499
H 2.769 0.768 -1.658
H 1.981 -1.264 -0.689
C -0.446 0.272 -0.123
H 2.516 -0.104 1.822
H 2.444 1.175 -2.188
O 2.589 -1.069 0.040
O -1.085 -0.952 -0.305
H -2.883 -1.808 -0.637
C -0.449 0.933 1.257
H -2.694 -0.199 -1.390
H -0.505 2.020 1.303
C 1.934 -0.264 0.919
H -0.985 0.413 2.050
C 0.748 0.277 0.712
```

The total charge is 0. The multiplicity is 1. The calculation puts the molar mass at 102.13 g/mol. Its total energy is -346.86487 Ha. The largest force on an atom comes out at 0.31 eV/Å. The SMILES is CO[C@H]1C/C1=C/O.[H][H].


# C5H10O2

A single C5H10O2 molecule (ωB97M-V with the def2-TZVPD basis set, OMol25).

Structure (XYZ):
```
17
C5H10O2 (ωB97M-V with the def2-TZVPD basis set)
C 1.747 -0.351 0.375
C -0.607 0.128 -0.290
O 1.462 0.423 1.536
H -0.945 -1.882 0.407
H 1.107 0.747 -1.410
H -1.297 1.337 -2.030
H 1.681 -1.406 0.675
H -0.363 -0.710 1.623
H 0.943 1.206 1.299
H 0.806 -0.993 -1.477
H -2.626 0.844 -0.858
C 0.793 -0.117 -0.813
C -1.556 0.953 -1.042
H -2.062 -0.676 1.108
C -1.039 -0.853 0.774
O -0.827 1.506 0.049
H 2.781 -0.158 0.073
```

The total charge is 0. The multiplicity is 1. The calculation puts the molar mass at 102.13 g/mol. Its total energy is -346.94219 Ha. The largest force on an atom comes out at 0.43 eV/Å. The SMILES is C[C@@]1(CCO)CO1.


# C5H10O2

3 unconnected molecules or ions with the total composition C5H10O2 (ωB97M-V with the def2-TZVPD basis set, OMol25).

Structure (XYZ):
```
17
C5H10O2 (ωB97M-V with the def2-TZVPD basis set)
H -1.834 0.605 -1.021
H 0.066 -1.212 -1.845
H 1.209 -1.756 -0.389
H 1.438 -0.391 1.433
H -0.506 2.648 0.533
C 0.340 1.977 0.303
H 0.917 2.390 -0.528
C -1.315 0.021 -0.251
O 0.297 -2.363 -0.258
H 0.014 0.092 2.408
C -0.488 -1.746 -1.071
H 1.692 -0.497 -0.781
O 1.101 1.685 1.482
C -0.160 0.558 0.261
H -1.493 -2.125 -1.242
C 0.624 0.326 1.525
H -1.969 -0.540 0.417
```

The total charge is 0. The multiplicity is 1. The calculation puts the molar mass at 102.13 g/mol. Its total energy is -346.73966 Ha. The largest force on an atom comes out at 0.77 eV/Å.